No. 1
# C44H103F3O34P6S2

C44H103F3O34P6S2 as an isolated structure in a non-equilibrium geometry (ωB97M-V with the def2-TZVPD basis set, the OMol25 dataset).

Last column: Löwdin charge in e.
Cartesian coordinates (Å):
C  1.532  -0.808  4.323  -0.062
C  2.671  -0.383  5.181  -0.149
O  3.744  0.264  4.347  0.025
C  4.467  1.312  4.714  -0.414
O  4.253  1.918  5.717  0.165
C  5.403  1.780  3.629  -0.567
F  5.231  3.044  3.379  0.209
F  6.688  1.599  4.061  0.144
F  5.161  1.085  2.519  0.169
H  0.753  -1.137  5.011  0.087
H  1.765  -1.604  3.616  0.051
H  1.127  -0.008  3.703  0.080
H  3.176  -1.273  5.557  0.109
H  2.407  0.129  6.106  0.122
C  2.026  1.167  -5.603  -0.189
C  1.810  0.984  -4.072  -0.210
O  2.489  2.008  -3.454  -0.204
S  3.914  2.216  -4.188  0.754
O  4.852  1.234  -3.621  -0.256
O  4.311  3.640  -4.126  -0.257
O  3.321  1.668  -5.687  -0.200
H  1.344  1.932  -5.972  0.111
H  2.102  0.296  -6.254  0.140
H  2.288  0.063  -3.739  0.126
H  0.777  0.973  -3.722  0.106
C  -0.636  -0.275  0.700  -0.225
C  -0.223  0.444  -0.548  -0.138
O  0.565  -0.573  -1.227  -0.211
S  1.485  -1.408  -0.143  0.738
O  2.790  -0.764  0.107  -0.249
O  1.483  -2.850  -0.455  -0.258
O  0.397  -1.089  1.057  -0.192
H  -1.572  -0.831  0.648  0.122
H  -0.733  0.569  1.382  0.135
H  0.362  1.353  -0.409  0.121
H  -1.143  0.677  -1.084  0.101
C  -3.313  0.489  6.938  -0.042
C  -3.283  1.756  5.996  -0.234
O  -3.773  1.338  4.714  -0.207
P  -3.397  2.077  3.347  0.438
O  -2.186  2.968  3.417  -0.240
O  -3.049  0.805  2.446  -0.165
C  -4.087  0.007  1.927  -0.290
C  -4.684  -0.965  2.959  -0.044
O  -4.745  2.676  2.768  -0.193
C  -5.062  4.102  2.969  -0.181
C  -5.927  4.402  4.281  -0.038
H  -3.044  0.759  7.959  0.073
H  -4.208  -0.120  6.806  0.073
H  -2.487  -0.117  6.568  0.066
H  -3.794  2.676  6.281  0.103
H  -2.232  2.022  5.889  0.105
H  -4.893  0.581  1.469  0.080
H  -3.767  -0.591  1.074  0.092
H  -3.885  -1.540  3.428  0.060
H  -5.221  -0.376  3.703  0.069
H  -5.331  -1.636  2.393  0.081
H  -4.128  4.654  3.075  0.096
H  -5.524  4.370  2.019  0.108
H  -6.873  3.885  4.123  0.068
H  -5.516  4.005  5.209  0.057
H  -6.145  5.455  4.458  0.073
C  -3.119  2.970  -0.609  -0.062
C  -4.592  2.980  -0.979  -0.233
O  -5.131  1.757  -0.562  -0.210
P  -5.243  0.460  -1.477  0.470
O  -5.799  0.655  -2.831  -0.223
O  -3.761  -0.206  -1.416  -0.195
C  -3.330  -1.452  -1.920  -0.268
C  -4.068  -2.211  -2.991  -0.075
O  -6.091  -0.586  -0.556  -0.207
C  -7.485  -0.451  -0.422  -0.243
C  -7.774  0.823  0.453  -0.048
H  -2.651  3.946  -0.736  0.069
H  -2.964  2.805  0.457  0.066
H  -2.469  2.233  -1.081  0.049
H  -5.106  3.725  -0.373  0.117
H  -4.678  3.161  -2.051  0.119
H  -2.303  -1.240  -2.218  0.110
H  -3.085  -2.206  -1.172  0.116
H  -4.807  -2.905  -2.592  0.078
H  -4.566  -1.653  -3.784  0.066
H  -3.464  -2.917  -3.561  0.083
H  -8.003  -0.490  -1.379  0.114
H  -7.721  -1.397  0.066  0.117
H  -8.854  0.963  0.476  0.072
H  -7.483  0.659  1.491  0.073
H  -7.347  1.752  0.073  0.064
C  1.615  -6.414  0.489  -0.045
C  2.343  -6.805  1.811  -0.268
O  1.621  -6.659  3.009  -0.185
P  1.156  -5.194  3.575  0.547
O  1.940  -4.024  3.055  -0.240
O  1.197  -5.384  5.173  -0.166
C  2.337  -5.788  5.837  -0.280
C  3.527  -4.737  5.770  -0.043
O  -0.449  -5.200  3.261  -0.184
C  -0.996  -4.404  2.205  -0.269
C  -2.335  -3.810  2.657  -0.054
H  0.546  -6.595  0.605  0.067
H  1.719  -5.335  0.378  0.045
H  2.129  -6.901  -0.339  0.079
H  2.587  -7.867  1.793  0.119
H  3.292  -6.275  1.887  0.099
H  2.072  -6.002  6.872  0.110
H  2.661  -6.805  5.613  0.114
H  4.079  -4.968  4.859  0.044
H  3.202  -3.712  5.589  0.057
H  4.248  -4.873  6.576  0.076
H  -0.288  -3.586  2.070  0.086
H  -1.000  -5.004  1.295  0.113
H  -2.800  -4.678  3.125  0.079
H  -2.127  -3.056  3.416  0.075
H  -3.006  -3.519  1.849  0.072
C  9.360  -4.846  0.892  -0.053
C  8.621  -4.599  -0.464  -0.300
O  7.662  -5.583  -0.512  -0.174
P  6.112  -5.210  -0.244  0.492
O  5.192  -6.341  -0.353  -0.215
O  6.114  -4.430  1.182  -0.164
C  5.116  -3.506  1.451  -0.307
C  5.053  -2.973  2.836  -0.053
O  5.855  -4.084  -1.386  -0.184
C  4.685  -4.036  -2.096  -0.306
C  4.513  -2.611  -2.698  -0.037
H  9.578  -5.902  1.049  0.078
H  10.254  -4.223  0.870  0.070
H  8.692  -4.452  1.659  0.064
H  8.169  -3.612  -0.364  0.106
H  9.211  -4.583  -1.380  0.123
H  5.229  -2.649  0.787  0.124
H  4.167  -3.999  1.237  0.106
H  5.700  -2.105  2.963  0.079
H  4.074  -2.543  3.050  0.061
H  5.240  -3.751  3.576  0.069
H  4.720  -4.829  -2.843  0.119
H  3.808  -4.297  -1.504  0.100
H  3.903  -2.669  -3.600  0.073
H  4.045  -1.942  -1.976  0.051
H  5.500  -2.299  -3.040  0.079
C  -0.873  1.821  -9.530  -0.048
C  -1.644  2.243  -8.223  -0.275
O  -0.880  1.664  -7.197  -0.208
P  -1.523  0.481  -6.274  0.543
O  -0.495  -0.245  -5.497  -0.218
O  -2.602  1.320  -5.331  -0.179
C  -2.184  1.694  -4.031  -0.258
C  -1.651  3.191  -4.040  -0.031
O  -2.323  -0.448  -7.344  -0.185
C  -3.215  -1.424  -6.819  -0.289
C  -4.555  -1.114  -7.415  -0.061
H  0.145  2.211  -9.551  0.073
H  -0.735  0.741  -9.569  0.073
H  -1.530  2.200  -10.313  0.072
H  -1.779  3.308  -8.036  0.119
H  -2.681  1.924  -8.327  0.107
H  -3.078  1.632  -3.411  0.087
H  -1.491  1.019  -3.528  0.087
H  -0.810  3.381  -4.708  0.068
H  -2.477  3.819  -4.373  0.074
H  -1.378  3.563  -3.053  0.050
H  -2.910  -2.437  -7.081  0.127
H  -3.203  -1.368  -5.731  0.089
H  -5.385  -1.707  -7.030  0.084
H  -4.759  -0.079  -7.141  0.082
H  -4.405  -1.253  -8.486  0.085
C  4.464  3.553  -0.506  -0.032
C  3.003  3.872  -0.765  -0.307
O  2.349  4.555  0.265  -0.166
P  0.818  5.059  0.022  0.550
O  -0.179  3.991  -0.357  -0.256
O  0.371  5.967  1.261  -0.181
C  -0.375  5.489  2.363  -0.254
C  0.618  5.303  3.565  -0.051
O  1.022  6.244  -1.121  -0.170
C  -0.185  6.733  -1.693  -0.338
C  -0.087  8.106  -2.208  -0.082
H  4.670  2.997  -1.420  0.059
H  5.065  4.461  -0.565  0.085
H  4.750  3.057  0.421  0.069
H  2.973  4.373  -1.733  0.113
H  2.429  2.948  -0.836  0.102
H  -1.248  6.094  2.608  0.119
H  -0.792  4.515  2.106  0.072
H  1.002  6.311  3.723  0.071
H  0.122  4.927  4.460  0.066
H  1.462  4.619  3.482  0.071
H  -0.512  6.088  -2.509  0.113
H  -0.996  6.736  -0.965  0.111
H  -0.995  8.467  -2.693  0.086
H  0.191  8.782  -1.400  0.087
H  0.695  8.072  -2.966  0.084

HOMO energy: -10.14 eV
2S+1: 1
charge: 0

No. 2
# C44H104N14O10

A 10-piece molecular cluster, C44H104N14O10 overall in a non-equilibrium geometry (ωB97M-V with the def2-TZVPD basis set, the OMol25 dataset).

Last column: Löwdin charge in e.
Cartesian coordinates (Å):
C  -17.150  -13.159  5.994  -0.028
C  -17.685  -12.325  7.171  -0.493
C  -17.415  -10.812  6.799  -0.044
C  -19.198  -12.467  7.440  -0.165
C  -19.613  -13.612  8.298  -0.170
C  -18.673  -13.667  9.531  -0.116
C  -17.170  -13.762  9.246  -0.530
C  -16.344  -13.758  10.504  -0.020
C  -16.840  -15.022  8.513  -0.039
N  -16.916  -12.521  8.441  -0.076
O  -15.492  -12.316  8.204  -0.084
H  -17.219  -14.224  6.176  0.059
H  -17.640  -12.908  5.081  0.075
H  -16.092  -12.972  5.941  0.066
H  -18.037  -10.555  5.931  0.079
H  -17.630  -10.214  7.758  0.108
H  -16.347  -10.620  6.573  0.069
H  -19.503  -11.508  7.866  0.111
H  -19.678  -12.482  6.403  0.142
H  -20.680  -13.407  8.546  0.124
H  -19.514  -14.584  7.774  0.111
H  -18.960  -14.461  10.174  0.105
H  -18.735  -12.702  10.061  0.133
H  -16.134  -12.694  10.718  0.101
H  -15.368  -14.129  10.337  0.052
H  -16.984  -14.199  11.312  0.106
H  -15.747  -15.111  8.224  0.097
H  -17.523  -15.322  7.729  0.064
H  -16.931  -15.850  9.226  0.077
H  -15.217  -13.293  8.129  0.078
C  -14.951  -12.835  15.715  -0.011
C  -13.829  -13.813  15.194  -0.489
C  -12.562  -12.978  14.760  0.019
C  -13.422  -14.542  16.443  -0.169
C  -14.480  -15.538  16.927  -0.146
C  -14.851  -16.507  15.756  -0.125
C  -15.309  -15.763  14.523  -0.504
C  -15.365  -16.823  13.438  -0.045
C  -16.825  -15.219  14.712  0.004
N  -14.252  -14.797  14.228  -0.027
O  -14.650  -14.049  13.004  -0.070
H  -14.608  -12.143  16.467  0.082
H  -15.330  -12.279  14.860  0.086
H  -15.794  -13.325  16.137  0.034
H  -12.248  -12.386  15.601  0.087
H  -11.860  -13.731  14.548  0.051
H  -12.781  -12.388  13.909  0.041
H  -12.537  -15.172  16.360  0.114
H  -13.194  -13.777  17.148  0.109
H  -14.012  -16.134  17.677  0.095
H  -15.323  -15.002  17.356  0.102
H  -15.625  -17.275  16.008  0.139
H  -13.904  -16.947  15.411  0.108
H  -14.423  -17.322  13.342  0.030
H  -15.518  -16.378  12.447  0.081
H  -16.209  -17.477  13.639  0.094
H  -17.061  -14.618  13.818  0.073
H  -16.922  -14.645  15.613  0.042
H  -17.620  -15.984  14.657  0.083
H  -13.969  -14.380  12.314  0.103
C  -20.581  -19.272  11.112  -0.029
C  -19.330  -20.011  10.609  -0.550
C  -18.286  -19.996  11.661  -0.042
C  -19.732  -21.452  10.154  -0.130
C  -20.739  -21.523  9.034  -0.194
C  -20.071  -20.897  7.816  -0.146
C  -19.628  -19.469  8.117  -0.436
C  -18.730  -18.939  6.957  -0.030
C  -20.881  -18.524  8.169  -0.025
N  -18.763  -19.447  9.404  -0.095
O  -18.423  -18.103  9.629  -0.064
H  -20.659  -19.595  12.206  0.107
H  -20.507  -18.193  11.128  0.075
H  -21.516  -19.514  10.647  0.051
H  -18.681  -20.518  12.532  0.087
H  -17.311  -20.366  11.352  0.079
H  -18.062  -18.953  11.972  0.091
H  -18.782  -21.895  9.784  0.119
H  -20.156  -22.045  10.991  0.130
H  -21.061  -22.609  8.820  0.139
H  -21.683  -21.064  9.381  0.094
H  -20.633  -20.878  6.876  0.125
H  -19.174  -21.482  7.593  0.113
H  -17.782  -19.434  6.985  0.060
H  -18.570  -17.848  7.046  0.080
H  -19.164  -19.134  6.025  0.059
H  -21.736  -19.103  8.561  0.066
H  -21.153  -18.258  7.142  0.085
H  -20.823  -17.697  8.847  0.062
H  -17.444  -17.982  9.678  0.069
C  -11.036  -16.390  13.535  -0.029
C  -9.923  -17.260  12.897  -0.495
C  -10.008  -18.657  13.616  -0.010
C  -10.337  -17.424  11.409  -0.172
C  -10.051  -16.258  10.515  -0.160
C  -8.534  -15.917  10.672  -0.130
C  -8.102  -15.744  12.126  -0.541
C  -6.536  -15.693  12.062  -0.040
C  -8.577  -14.347  12.576  -0.029
N  -8.556  -16.840  12.923  -0.099
O  -8.126  -16.795  14.300  -0.014
H  -12.001  -16.979  13.557  0.087
H  -10.811  -16.083  14.525  0.055
H  -11.326  -15.479  13.040  0.051
H  -10.495  -18.567  14.555  0.066
H  -10.558  -19.282  12.898  0.048
H  -8.979  -19.069  13.513  0.103
H  -9.870  -18.347  10.992  0.124
H  -11.429  -17.703  11.425  0.091
H  -10.332  -16.503  9.452  0.108
H  -10.733  -15.440  10.797  0.086
H  -8.230  -14.998  10.083  0.131
H  -7.886  -16.669  10.231  0.108
H  -5.996  -15.461  13.027  0.091
H  -6.213  -14.942  11.232  0.109
H  -6.240  -16.724  11.759  0.084
H  -9.657  -14.130  12.534  0.062
H  -8.119  -13.596  11.955  0.075
H  -8.385  -14.201  13.649  0.086
H  -8.914  -16.396  14.755  0.096
N  -13.579  -18.993  12.170  0.169
C  -13.152  -20.163  11.504  -0.545
N  -12.386  -21.011  12.261  0.149
O  -13.300  -20.453  10.281  -0.036
H  -14.395  -18.543  11.836  0.031
H  -13.427  -18.962  13.150  0.073
H  -12.535  -20.967  13.269  0.109
H  -12.063  -21.889  11.910  0.104
N  -14.478  -22.893  8.287  0.135
C  -15.752  -22.326  8.258  -0.672
N  -15.844  -21.028  8.736  0.163
O  -16.700  -23.012  7.981  0.025
H  -13.669  -22.301  8.447  0.074
H  -14.341  -23.746  7.780  0.086
H  -15.079  -20.721  9.366  0.059
H  -16.783  -20.704  8.948  0.058
N  -12.839  -12.566  6.906  0.170
C  -12.620  -13.799  7.394  -0.699
N  -11.943  -14.654  6.622  0.172
O  -13.158  -14.280  8.360  -0.007
H  -13.464  -11.880  7.337  0.103
H  -12.479  -12.215  6.002  0.129
H  -11.727  -15.639  6.870  0.044
H  -11.805  -14.377  5.663  0.100
N  -14.576  -17.763  7.968  0.193
C  -14.549  -17.533  9.359  -0.613
N  -13.357  -16.975  9.752  0.159
O  -15.394  -17.948  10.150  -0.002
H  -15.450  -18.039  7.558  0.091
H  -13.770  -17.425  7.399  0.089
H  -13.347  -16.712  10.714  0.085
H  -13.029  -16.187  9.145  0.095
N  -11.519  -18.860  8.548  0.182
C  -11.128  -18.182  7.437  -0.647
N  -9.994  -18.583  6.863  0.167
O  -11.775  -17.209  7.000  -0.053
H  -10.971  -19.646  8.868  0.109
H  -12.237  -18.371  9.106  0.055
H  -9.822  -17.922  6.082  0.135
H  -9.542  -19.488  6.951  0.118
C  -11.082  -11.927  10.053  -0.029
C  -11.959  -12.291  11.262  -0.483
C  -13.106  -11.353  11.379  -0.066
O  -12.381  -13.664  11.128  -0.099
H  -10.613  -10.933  10.051  0.087
H  -11.762  -11.941  9.125  0.085
H  -10.357  -12.704  10.051  0.055
H  -11.419  -12.248  12.250  0.133
H  -13.748  -11.488  10.521  0.068
H  -12.885  -10.305  11.543  0.091
H  -13.875  -11.686  12.092  0.070
H  -12.758  -13.764  10.217  0.060

HOMO energy: -8.24 eV
2S+1: 1
charge: 0
structure (SMILES): CC1(C)CCCC(C)(C)N1O.CC1(C)CCCC(C)(C)N1O.CC1(C)CCCC(C)(C)N1O.CC1(C)CCCC(C)(C)N1O.NC(N)=O.NC(N)=O.NC(N)=O.NC(N)=O.NC(N)=O.CC(C)O